No. 1
Molecular formula: C35H31BBr4N12O2PbS
Method: DFT, ωB97M-V/def2-TZVPD

Calculated values
* energy: -355698.97253 eV
* HOMO level (spin up / spin down): -10.51 / -10.89 eV
* relative energy (zero: lowest compared OMol25 entry of this formula, charge and spin): 0.0 kcal/mol
* Kohn-Sham gap (spin up / spin down): 0.217 / 0.215 Eh

Structure (ORCA input):
```
! RIJCOSX wB97M-V def2-TZVPD def2/J DEFGRID3
* xyz 1 2
Pb -0.038 0.231 -0.135
C 2.080 -2.881 0.365
C 0.787 -3.220 -0.306
C 0.327 -4.460 -0.754
C -0.904 -4.198 -1.322
N -1.152 -2.884 -1.205
N -0.113 -2.277 -0.580
B -2.376 -1.996 -1.556
N -1.955 -0.840 -2.528
C -2.191 -0.831 -3.850
C -1.691 0.340 -4.380
C -1.143 1.020 -3.291
C -0.444 2.340 -3.256
N -1.318 0.308 -2.180
N -2.923 -1.410 -0.215
C -3.973 -1.866 0.488
C -4.151 -1.063 1.591
C -3.129 -0.113 1.514
C -2.887 1.021 2.454
N -2.377 -0.341 0.433
N -3.486 -2.767 -2.245
C -4.732 -2.291 -2.504
C -5.313 -3.104 -3.439
C -4.325 -4.071 -3.731
C -4.402 -5.211 -4.697
N -3.228 -3.856 -3.028
H 2.473 -3.746 0.897
H 1.965 -2.068 1.085
H 2.842 -2.586 -0.364
H 0.822 -5.413 -0.677
H -1.614 -4.841 -1.810
H -2.702 -1.655 -4.321
H -1.725 0.662 -5.407
H -0.413 2.777 -4.252
H 0.586 2.234 -2.906
H -0.955 3.042 -2.597
H -4.531 -2.722 0.149
H -4.921 -1.140 2.339
H -3.839 1.471 2.734
H -2.268 1.790 1.997
H -2.404 0.679 3.370
H -5.106 -1.404 -2.020
H -6.305 -3.026 -3.851
H -5.438 -5.487 -4.887
H -3.878 -6.082 -4.307
H -3.946 -4.947 -5.653
S -0.073 3.047 0.602
C 0.708 2.930 2.081
N 1.455 3.918 2.621
N 1.595 4.992 1.933
C 2.348 6.083 2.408
C 2.937 6.050 3.668
C 3.657 7.154 4.084
C 3.786 8.269 3.262
C 3.191 8.284 2.008
C 2.467 7.188 1.572
N 0.734 1.841 2.996
N 0.213 0.786 2.597
C 0.283 -0.288 3.545
C 0.824 -0.154 4.822
C 0.837 -1.253 5.660
C 0.315 -2.472 5.233
C -0.223 -2.597 3.962
C -0.242 -1.501 3.113
H 1.148 5.050 1.013
H 2.824 5.179 4.295
H 4.119 7.147 5.062
H 4.350 9.127 3.602
H 3.289 9.150 1.368
H 1.996 7.189 0.596
H 1.225 0.798 5.137
H 1.255 -1.162 6.654
H 0.330 -3.325 5.899
H -0.632 -3.542 3.630
H -0.675 -1.591 2.123
Br 5.872 -2.566 -4.415
C 4.925 -1.534 -3.190
C 5.694 -0.882 -2.067
Br 7.538 -1.131 -2.013
C 5.091 -0.147 -1.119
Br 5.958 0.667 0.315
C 3.627 0.041 -1.153
O 3.003 0.628 -0.309
C 2.846 -0.568 -2.350
O 1.666 -0.353 -2.434
C 3.596 -1.394 -3.320
Br 2.558 -2.175 -4.652
*
```

No. 2
Molecular formula: C35H31BBr4N12O2PbS
Method: DFT, ωB97M-V/def2-TZVPD

Calculated values
* energy: -355698.46955 eV
* HOMO level (spin up / spin down): -10.49 / -10.49 eV
* relative energy (zero: lowest compared OMol25 entry of this formula, charge and spin): 11.6 kcal/mol
* Kohn-Sham gap (spin up / spin down): 0.226 / 0.215 Eh

Structure (ORCA input):
```
! RIJCOSX wB97M-V def2-TZVPD def2/J DEFGRID3
* xyz 1 2
Pb 0.347 0.073 0.571
C 1.078 2.467 3.412
C 0.511 1.156 3.844
C -0.102 0.821 5.056
C -0.401 -0.520 4.943
N 0.030 -0.955 3.747
N 0.570 0.081 3.057
B -0.167 -2.336 3.073
N 1.070 -2.681 2.189
C 1.881 -3.741 2.321
C 2.860 -3.668 1.351
C 2.575 -2.501 0.638
C 3.310 -1.890 -0.509
N 1.490 -1.923 1.152
N -1.427 -2.230 2.170
C -2.618 -2.832 2.260
C -3.472 -2.267 1.334
C -2.719 -1.284 0.694
C -3.159 -0.343 -0.378
N -1.485 -1.264 1.210
N -0.286 -3.409 4.133
C 0.451 -3.511 5.271
C 0.311 -4.784 5.753
C -0.534 -5.428 4.821
C -1.019 -6.842 4.834
N -0.875 -4.604 3.847
H 0.847 3.239 4.144
H 2.163 2.409 3.313
H 0.660 2.782 2.455
H -0.290 1.466 5.897
H -0.885 -1.190 5.634
H 1.704 -4.480 3.086
H 3.670 -4.357 1.185
H 4.046 -2.589 -0.903
H 2.617 -1.621 -1.308
H 3.846 -0.990 -0.202
H -2.760 -3.635 2.961
H -4.498 -2.528 1.143
H -4.090 -0.695 -0.820
H -3.342 0.648 0.037
H -2.416 -0.259 -1.173
H 1.030 -2.681 5.643
H 0.741 -5.195 6.651
H -1.186 -7.187 5.853
H -1.952 -6.927 4.279
H -0.289 -7.510 4.373
S -0.236 -1.735 -1.824
C 0.651 -1.374 -3.237
N 1.379 -2.269 -4.028
N 1.232 -3.505 -3.944
C 0.229 -4.354 -3.360
C 0.688 -5.509 -2.746
C -0.233 -6.396 -2.217
C -1.591 -6.131 -2.338
C -2.031 -4.989 -2.994
C -1.121 -4.084 -3.512
N 0.898 -0.189 -3.758
N 0.435 0.829 -3.088
C -0.465 1.640 -3.461
C -1.253 1.504 -4.680
C -2.367 2.207 -4.869
C -2.932 3.143 -3.853
C -1.882 3.743 -2.901
C -0.697 2.819 -2.555
H 1.930 -4.008 -4.487
H 1.752 -5.698 -2.660
H 0.108 -7.292 -1.717
H -2.311 -6.824 -1.926
H -3.089 -4.796 -3.099
H -1.454 -3.194 -4.027
H -0.909 0.783 -5.411
H -2.954 2.064 -5.768
H -3.471 3.951 -4.337
H -1.504 4.638 -3.398
H 0.224 3.403 -2.507
Br -4.075 6.152 -2.265
C -3.308 4.973 -1.042
C -3.668 4.978 0.344
Br -4.898 6.248 0.958
C -3.119 4.062 1.204
Br -3.539 3.981 3.017
C -2.151 3.063 0.753
O -1.658 2.189 1.474
C -1.814 3.168 -0.644
O -0.933 2.336 -1.199
C -2.384 4.063 -1.514
Br -4.351 2.152 -2.925
*
```

No. 3
Molecular formula: C35H31BF3N2O6
Method: DFT, ωB97M-V/def2-TZVPD

Calculated values
* energy: -60887.78492 eV
* HOMO level: -10.73 eV
* Kohn-Sham gap: 0.270 Eh

Structure (ORCA input):
```
! RIJCOSX wB97M-V def2-TZVPD def2/J DEFGRID3
* xyz 1 1
N 7.159 -3.600 -1.594
B 6.681 -3.580 -3.021
O 7.451 -4.362 -3.945
C 5.335 -2.755 -3.484
N 5.365 -1.270 -3.116
C 5.416 -0.286 -4.267
C 5.523 -1.282 -5.513
C 5.044 -2.766 -5.054
C 3.658 -3.335 -5.610
C 2.481 -3.391 -4.545
O 1.405 -4.152 -5.145
C 1.898 -1.962 -4.130
F 2.043 -1.728 -2.736
F 0.503 -2.011 -4.330
F 2.367 -0.891 -4.890
H 8.160 -3.336 -1.579
H 6.615 -2.934 -1.032
H 8.221 -4.736 -3.475
H 4.562 -3.150 -2.753
H 5.974 -1.096 -2.298
H 4.409 -1.116 -2.735
H 4.490 0.373 -4.276
H 6.271 0.447 -4.109
H 6.652 -1.455 -5.632
H 5.169 -0.943 -6.530
H 5.807 -3.406 -5.620
H 3.843 -4.415 -5.939
H 3.392 -2.775 -6.570
H 2.825 -3.950 -3.627
H 1.209 -3.790 -6.033
C -1.248 0.117 -0.517
C -0.614 -0.928 -1.185
C -0.241 -2.074 -0.491
C -0.491 -2.173 0.877
C -1.104 -1.116 1.550
C -1.493 0.025 0.848
C -1.331 -1.187 3.013
O -1.869 -0.266 3.599
C -0.885 -2.392 3.749
C -1.040 -2.450 5.134
C -0.636 -3.582 5.832
C -0.085 -4.664 5.149
C 0.076 -4.608 3.770
C -0.315 -3.468 3.068
C -0.106 -3.405 1.604
O 0.380 -4.349 1.004
H -1.547 1.006 -1.061
H -0.413 -0.850 -2.248
H 0.247 -2.887 -1.017
H -1.982 0.844 1.364
H -1.471 -1.612 5.671
H -0.753 -3.622 6.910
H 0.223 -5.550 5.694
H 0.510 -5.452 3.244
C -8.832 6.083 2.688
C -8.304 7.358 2.500
C -6.927 7.542 2.453
C -6.073 6.451 2.607
C -6.601 5.177 2.820
C -7.984 4.994 2.849
C -5.705 4.017 3.035
O -6.165 2.904 3.217
C -4.240 4.234 3.032
C -3.384 3.163 3.290
C -2.007 3.354 3.277
C -1.480 4.613 2.997
C -2.329 5.684 2.746
C -3.711 5.499 2.773
C -4.607 6.654 2.538
O -4.147 7.756 2.298
H -9.907 5.939 2.715
H -8.967 8.209 2.387
H -6.522 8.536 2.301
H -8.400 4.004 3.001
H -3.787 2.179 3.505
H -1.344 2.520 3.482
H -0.405 4.760 2.980
H -1.913 6.663 2.534
*
```

No. 4
Molecular formula: C35H31Br6KO3P
Method: DFT, ωB97M-V/def2-TZVPD

Calculated values
* energy: -488815.03473 eV
* HOMO level: -3.30 eV
* relative energy (zero: lowest compared OMol25 entry of this formula, charge and spin): 5.0 kcal/mol
* Kohn-Sham gap: 0.192 Eh

Structure (ORCA input):
```
! RIJCOSX wB97M-V def2-TZVPD def2/J DEFGRID3
* xyz -1 1
K -0.125 0.376 0.441
C -1.383 2.451 3.964
C 0.099 2.171 3.731
C 0.952 2.800 4.837
C 0.590 2.605 2.364
C 1.826 2.129 1.921
C 2.265 2.360 0.628
C 1.488 3.088 -0.276
C 1.934 3.263 -1.702
C 0.279 3.597 0.178
C -0.161 3.361 1.475
H -1.683 2.052 4.933
H -1.985 1.961 3.196
H -1.601 3.523 3.962
H 0.223 1.082 3.759
H 0.864 3.889 4.818
H 2.004 2.543 4.714
H 0.628 2.446 5.817
H 2.408 1.489 2.574
H 3.196 1.917 0.291
H 1.820 2.332 -2.261
H 2.986 3.546 -1.750
H 1.346 4.030 -2.206
H -0.353 4.156 -0.504
H -1.133 3.733 1.769
Br 2.552 -6.332 1.758
C 1.750 -4.623 1.989
C 1.344 -4.198 3.238
Br 1.586 -5.306 4.764
C 0.767 -2.925 3.368
Br 0.169 -2.295 5.063
C 0.560 -2.036 2.300
O -0.011 -0.899 2.457
C 0.985 -2.496 0.975
O 0.775 -1.777 -0.075
C 1.568 -3.764 0.892
Br 2.067 -4.326 -0.865
Br 2.760 -0.600 -3.240
C 0.988 -1.285 -2.942
Br -0.330 0.121 -3.191
H 0.938 -1.650 -1.909
H 0.793 -2.047 -3.685
O -2.456 1.068 -0.102
P -3.470 0.004 -0.310
C -4.395 0.314 -1.839
C -3.973 1.368 -2.641
C -4.635 1.643 -3.828
C -5.720 0.869 -4.213
C -6.146 -0.183 -3.412
C -5.483 -0.461 -2.227
C -4.677 0.003 1.048
C -4.780 1.157 1.816
C -5.690 1.220 2.860
C -6.500 0.129 3.137
C -6.399 -1.028 2.376
C -5.486 -1.093 1.335
C -2.838 -1.682 -0.407
C -2.433 -2.304 0.775
C -1.877 -3.574 0.728
C -1.693 -4.206 -0.494
C -2.073 -3.577 -1.671
C -2.653 -2.318 -1.632
H -3.124 1.958 -2.319
H -4.300 2.461 -4.453
H -6.234 1.083 -5.141
H -6.992 -0.788 -3.714
H -5.808 -1.286 -1.605
H -4.125 1.990 1.593
H -5.756 2.115 3.464
H -7.204 0.175 3.958
H -7.019 -1.885 2.606
H -5.380 -2.008 0.766
H -2.509 -1.804 1.734
H -1.548 -4.053 1.640
H -1.221 -5.178 -0.528
H -1.910 -4.068 -2.622
H -2.943 -1.823 -2.551
*
```

No. 5
Molecular formula: C35H31Co2NO5P
Method: DFT, ωB97M-V/def2-TZVPD

Calculated values
* energy: -133065.29441 eV
* HOMO level: -2.97 eV
* relative energy (zero: lowest compared OMol25 entry of this formula, charge and spin): 43.0 kcal/mol
* Kohn-Sham gap: 0.204 Eh

Structure (ORCA input):
```
! RIJCOSX wB97M-V def2-TZVPD def2/J DEFGRID3
* xyz -1 1
O -1.584 -2.571 -3.842
C -1.407 -1.778 -3.012
Co -1.431 -0.541 -1.778
C -1.651 -1.819 -0.607
O -1.758 -2.845 -0.045
C 0.131 -0.105 -2.413
O 1.187 0.061 -2.872
C -2.612 0.843 -1.855
C -3.026 -0.308 -2.495
C -3.944 -0.976 -3.247
C -4.665 -2.078 -2.700
C -5.510 -2.854 -3.545
C -6.130 -3.997 -3.066
C -5.918 -4.401 -1.737
C -5.133 -3.626 -0.875
C -4.580 -2.434 -1.332
Co -2.484 0.690 0.034
C -2.997 -0.413 1.244
O -3.321 -1.120 2.108
C -3.522 2.067 0.187
O -4.196 3.009 0.279
P -0.717 1.515 0.781
C 0.592 0.490 1.546
C 1.765 1.070 2.046
C 2.766 0.259 2.591
C 2.593 -1.128 2.645
C 1.403 -1.702 2.198
C 0.392 -0.886 1.693
C 0.142 2.562 -0.457
C 1.468 2.324 -0.825
C 2.079 3.133 -1.782
C 1.350 4.144 -2.414
C 0.006 4.346 -2.091
C -0.602 3.554 -1.114
C -0.998 2.722 2.157
C -0.574 4.056 2.103
C -0.886 4.932 3.150
C -1.588 4.470 4.266
C -1.983 3.129 4.337
C -1.681 2.254 3.290
H -2.569 1.849 -2.268
H -4.169 -0.670 -4.275
H -5.646 -2.527 -4.580
H -6.777 -4.588 -3.718
H -6.354 -5.329 -1.367
H -4.954 -3.933 0.156
H -4.086 -1.763 -0.624
H 1.899 2.151 1.997
H 3.681 0.714 2.969
H 3.382 -1.766 3.044
H 1.240 -2.779 2.247
H -0.568 -1.320 1.426
H 2.033 1.530 -0.344
H 3.127 2.963 -2.029
H 1.830 4.774 -3.166
H -0.579 5.120 -2.591
H -1.651 3.712 -0.854
H -0.005 4.421 1.249
H -0.569 5.973 3.087
H -1.827 5.151 5.084
H -2.524 2.756 5.207
H -1.982 1.204 3.351
C 3.550 -4.683 -3.696
C 2.739 -3.626 -2.948
C 1.534 -4.165 -2.166
N 0.456 -3.195 -1.984
H 4.367 -4.176 -4.218
H 3.984 -5.425 -3.016
H 2.941 -5.193 -4.450
H 3.407 -3.118 -2.235
H 2.381 -2.866 -3.651
H 1.078 -5.029 -2.671
H 1.919 -4.533 -1.194
H 0.816 -2.342 -1.544
H -0.258 -3.605 -1.385
*
```

No. 6
Molecular formula: C35H31N3P2PtS
Method: DFT, ωB97M-V/def2-TZVPD

Calculated values
* energy: -73915.00357 eV
* HOMO level: -13.38 eV
* relative energy (zero: lowest compared OMol25 entry of this formula, charge and spin): 8.1 kcal/mol
* Kohn-Sham gap: 0.212 Eh

Structure (ORCA input):
```
! RIJCOSX wB97M-V def2-TZVPD def2/J DEFGRID3
* xyz 2 1
Pt 1.147 0.425 0.231
C 2.263 2.687 -1.798
P 0.695 2.446 -0.897
C 0.799 3.050 0.803
C 1.843 3.806 1.355
C 1.783 4.192 2.682
C 0.681 3.843 3.464
C -0.352 3.084 2.929
C -0.281 2.678 1.609
C -0.684 3.137 -1.799
C -1.583 4.011 -1.187
C -2.609 4.567 -1.935
C -2.735 4.258 -3.282
C -1.833 3.394 -3.893
C -0.807 2.829 -3.157
C 2.745 1.320 -2.141
C 3.353 0.780 -3.241
C 3.376 -0.627 -3.063
C 2.787 -0.897 -1.863
C 2.383 -2.172 -1.200
P 0.760 -1.774 -0.492
C -0.417 -1.735 -1.855
C -0.971 -0.588 -2.406
C -1.836 -0.684 -3.486
C -2.138 -1.923 -4.026
C -1.587 -3.077 -3.478
C -0.740 -2.990 -2.388
C 0.123 -3.027 0.609
C -1.228 -3.018 0.960
C -1.740 -4.046 1.729
C -0.915 -5.089 2.134
C 0.426 -5.106 1.774
C 0.953 -4.072 1.017
N 2.447 0.301 -1.265
H 2.954 3.254 -1.168
H 2.078 3.278 -2.695
H 2.687 4.109 0.749
H 2.583 4.783 3.107
H 0.636 4.171 4.495
H -1.204 2.815 3.540
H -1.109 2.147 1.159
H -1.477 4.276 -0.143
H -3.303 5.253 -1.468
H -3.532 4.700 -3.864
H -1.926 3.171 -4.947
H -0.100 2.165 -3.645
H 3.761 1.329 -4.075
H 3.802 -1.356 -3.734
H 3.070 -2.524 -0.431
H 2.234 -2.954 -1.946
H -0.748 0.382 -1.983
H -2.275 0.214 -3.901
H -2.810 -1.997 -4.871
H -1.824 -4.046 -3.895
H -0.337 -3.900 -1.959
H -1.882 -2.228 0.608
H -2.789 -4.046 1.997
H -1.325 -5.899 2.723
H 1.063 -5.924 2.082
H 2.003 -4.087 0.758
C -0.621 -2.459 5.585
C -0.461 -1.621 4.366
C -1.497 -0.827 3.859
C -1.256 -0.110 2.714
N -0.058 -0.149 2.111
C 0.878 -0.940 2.668
S 2.365 -0.951 1.739
N 0.726 -1.671 3.749
H -1.592 -2.321 6.054
H 0.166 -2.216 6.300
H -0.495 -3.511 5.322
H -2.462 -0.786 4.342
H -2.030 0.492 2.256
*
```